Model one:
Computed, not measured: an isolated molecule of C10H17N3O3, with ωB97M-V/def2-TZVPD.

XYZ file:
```
33
Properties=species:S:1:pos:R:3
C -1.23 -1.85 0.38
C -1.52 -0.70 -0.54
C -0.57 -0.42 -1.67
C 0.38 0.75 -1.36
C 1.32 0.46 -0.18
C 2.41 -0.58 -0.44
C 3.61 -0.02 0.34
C 3.73 -0.61 1.74
O 3.39 1.39 0.42
C 2.12 1.71 0.18
O 1.70 2.83 0.25
N -2.52 0.08 -0.45
N -3.44 -0.05 0.52
C -4.52 0.81 0.61
N -4.55 1.74 -0.37
O -5.34 0.68 1.49
H -1.18 -1.51 1.42
H -0.30 -2.34 0.13
H -2.03 -2.59 0.32
H 0.01 -1.31 -1.91
H -1.15 -0.14 -2.56
H -0.21 1.63 -1.11
H 0.97 0.98 -2.24
H 0.72 0.20 0.69
H 2.15 -1.57 -0.10
H 2.64 -0.62 -1.51
H 4.56 -0.16 -0.20
H 3.98 -1.66 1.69
H 4.51 -0.09 2.29
H 2.79 -0.48 2.28
H -3.39 -0.78 1.22
H -3.77 1.80 -1.00
H -5.25 2.46 -0.33
```

Calculated values
- Total charge: 0
- Molar mass: 227.26 g/mol
- SMILES: C/C(CC[C@H]1C[C@H](C)OC1=O)=N\NC(N)=O
- Multiplicity: 1
- LUMO: 0.50 eV

Löwdin atomic charge list, values in e, 4 entries: atom 1 (C): -0.030, atom 2 (C): -0.341, atom 3 (C): -0.143, atom 4 (C): -0.144

Model two:
Computed, not measured: an isolated molecule of C10H17N3O3, with ωB97M-V/def2-TZVPD.

XYZ file:
```
33
Properties=species:S:1:pos:R:3
C -1.37 -3.49 -2.73
N -0.83 -2.20 -2.29
C -1.53 -1.11 -1.95
O -2.77 -1.12 -1.90
C -0.70 0.15 -1.72
C -1.55 1.43 -1.57
C -1.81 1.46 -0.04
C -0.51 0.98 0.53
N 0.06 0.06 -0.46
C 1.11 -0.73 -0.29
O 1.58 -1.40 -1.20
C 1.71 -0.76 1.13
N 2.95 -1.54 1.22
C 3.83 -1.44 2.23
C 5.06 -2.30 2.13
O 3.70 -0.66 3.15
H -1.34 -4.24 -1.94
H -2.40 -3.36 -3.03
H -0.91 -3.85 -3.64
H 0.19 -2.06 -2.24
H 0.00 0.23 -2.54
H -2.48 1.45 -2.15
H -0.96 2.31 -1.86
H -2.06 2.46 0.31
H -2.58 0.72 0.16
H -0.69 0.49 1.50
H 0.17 1.83 0.64
H 1.92 0.25 1.47
H 0.97 -1.16 1.85
H 3.15 -2.12 0.40
H 5.48 -2.58 3.11
H 4.82 -3.19 1.55
H 5.79 -1.74 1.59
```

Calculated values
- Total charge: 0
- Molar mass: 227.26 g/mol
- SMILES: CNC(=O)[C@H]1CCCN1C(=O)CNC(C)=O
- Multiplicity: 1
- LUMO: 0.58 eV

Löwdin atomic charge list, values in e, 4 entries: atom 1 (C): -0.045, atom 2 (N): 0.030, atom 3 (C): -0.430, atom 4 (O): 0.028

Need the numbers? Relative energies in eV: model one 0.646; model two 0.000.

Model one:
Computed, not measured: a structure of composition C5H10N3O2PS, with ωB97M-V/def2-TZVPD.

XYZ file:
```
22
Properties=species:S:1:pos:R:3
C 0.25 -1.36 1.30
C 0.45 -1.45 -1.18
C -1.43 -0.61 0.09
C -1.35 2.35 0.83
C -0.08 0.98 -1.20
N -0.31 -1.61 0.04
N 0.77 0.04 1.30
N 0.94 0.00 -1.41
O 2.08 1.61 0.11
O 3.03 -0.74 -0.04
P -0.50 0.88 0.63
S 1.98 0.21 -0.14
H -0.59 -1.35 2.02
H 1.02 -2.02 1.62
H 1.31 -2.17 -1.11
H -0.11 -1.77 -2.00
H -1.91 -0.46 -0.86
H -2.34 -0.90 0.80
H -2.01 2.48 1.74
H -0.54 3.05 0.69
H 0.35 2.05 -1.45
H -1.00 0.79 -1.77
```

Calculated values
- Total charge: 0
- Molar mass: 207.20 g/mol
- Multiplicity: 1
- LUMO: 0.54 eV

Löwdin atomic charge list, values in e, 4 entries: atom 1 (C): -0.280, atom 2 (C): -0.154, atom 3 (C): -0.237, atom 4 (C): -0.243

Model two:
Computed, not measured: an isolated molecule of C5H10N3O2PS, with ωB97M-V/def2-TZVPD.

XYZ file:
```
22
Properties=species:S:1:pos:R:3
O -2.50 1.26 -0.02
S -1.78 0.04 -0.02
O -2.48 -1.20 0.08
N -0.71 0.05 -1.35
C 0.09 -1.15 -1.23
N 0.73 -1.27 0.02
C 0.03 -1.20 1.26
N -0.76 0.08 1.30
C -0.02 1.35 1.43
P 1.29 1.55 0.01
C 1.73 -0.26 -0.06
C -0.01 1.36 -1.43
H 0.91 -1.06 -1.97
H -0.51 -1.98 -1.42
H -0.67 -2.02 1.38
H 0.69 -1.38 2.10
H -0.84 2.09 1.43
H 0.36 1.32 2.46
H 2.54 -0.41 0.69
H 2.32 -0.38 -0.99
H 0.45 1.18 -2.41
H -0.85 2.03 -1.25
```

Calculated values
- Total charge: 0
- Molar mass: 207.20 g/mol
- SMILES: O=S1(=O)N2CN3CN1CP(C3)C2
- Multiplicity: 1
- LUMO: 0.73 eV

Löwdin atomic charge list, values in e, 4 entries: atom 1 (O): -0.271, atom 2 (S): 0.616, atom 3 (O): -0.251, atom 4 (N): -0.232

Need the numbers? Relative energies in eV: model one 2.591; model two 0.000.

Model one:
Computed, not measured: a structure of composition C4H7NOS2, with ωB97M-V/def2-TZVPD.

XYZ file:
```
15
Properties=species:S:1:pos:R:3
C 0.18 2.56 0.29
C 0.27 0.30 -0.62
C 0.16 -1.58 0.60
C -0.68 -0.99 -0.50
H 1.43 2.89 -0.20
H -0.78 3.28 -0.43
H -0.01 2.92 1.48
H -0.11 0.50 -1.65
H -0.38 -2.24 1.54
H -0.68 -1.46 -1.50
H -3.15 -1.11 -0.58
N 1.37 -1.32 0.80
O -0.04 1.17 0.46
S 1.98 -0.22 -0.40
S -2.30 -0.20 -0.02
```

Calculated values
- Total charge: 0
- Molar mass: 149.24 g/mol
- Multiplicity: 1
- LUMO: 0.50 eV

Löwdin atomic charge list, values in e, 4 entries: atom 1 (C): -0.180, atom 2 (C): -0.704, atom 3 (C): -0.345, atom 4 (C): -0.550

Model two:
Computed, not measured: an isolated molecule of C4H7NOS2, with ωB97M-V/def2-TZVPD.

XYZ file:
```
15
Properties=species:S:1:pos:R:3
N 3.27 -1.12 -0.31
C 2.17 -0.87 -0.04
C 0.73 -0.70 0.44
O 0.22 -1.97 0.19
C -0.01 0.48 -0.28
S 0.94 1.98 -0.04
C -1.41 0.68 0.22
S -2.63 -0.51 -0.24
H 0.75 -0.51 1.51
H -0.78 -1.94 0.30
H 0.04 0.28 -1.39
H 0.33 2.37 1.11
H -1.47 0.84 1.30
H -1.83 1.64 -0.22
H -3.62 -0.20 0.57
```

Calculated values
- Total charge: 0
- Molar mass: 149.24 g/mol
- SMILES: N#C[C@H](O)[C@H](S)CS
- Multiplicity: 1
- LUMO: 0.24 eV

Löwdin atomic charge list, values in e, 4 entries: atom 1 (N): 0.159, atom 2 (C): -0.167, atom 3 (C): -0.431, atom 4 (O): -0.055

Need the numbers? Relative energies in eV: model one 3.733; model two 0.000.

Model one:
Computed, not measured: an isolated molecule of C4H7NOS2, with ωB97M-V/def2-TZVPD.

XYZ file:
```
15
Properties=species:S:1:pos:R:3
C -2.10 -0.63 1.22
C -1.63 -0.65 -0.21
O -1.13 -1.94 -0.62
C -0.52 0.42 -0.44
S -0.72 1.99 -0.04
C 0.67 0.01 -1.25
N 1.83 -0.30 -0.85
S 2.18 -0.22 0.83
H -2.81 -1.45 1.46
H -1.26 -0.81 1.85
H -2.59 0.27 1.60
H -2.47 -0.50 -0.89
H -0.30 -2.15 -0.16
H 0.47 -0.27 -2.33
H 3.37 -0.74 0.67
```

Calculated values
- Total charge: 0
- Molar mass: 149.24 g/mol
- SMILES: C[C@H](O)C(=S)/C=N\S
- Multiplicity: 1
- LUMO: -0.91 eV

Löwdin atomic charge list, values in e, 4 entries: atom 1 (C): -0.076, atom 2 (C): -0.432, atom 3 (O): -0.056, atom 4 (C): -0.714

Model two:
Computed, not measured: an isolated molecule of C4H7NOS2, with ωB97M-V/def2-TZVPD.

XYZ file:
```
15
Properties=species:S:1:pos:R:3
C 1.05 -1.25 -0.44
C 2.16 -0.29 -0.77
C 0.34 0.33 0.94
C -2.40 0.45 0.50
N 0.23 -0.97 0.47
O -0.67 0.83 -1.47
S 1.99 1.02 0.48
S -0.91 1.33 -0.11
H 0.99 -2.19 -0.96
H 3.14 -0.75 -0.70
H 2.02 0.13 -1.77
H 0.11 0.47 1.99
H -3.25 0.81 -0.07
H -2.53 0.70 1.55
H -2.27 -0.61 0.36
```

Calculated values
- Total charge: 0
- Molar mass: 149.24 g/mol
- Multiplicity: 1
- LUMO: 0.69 eV

Löwdin atomic charge list, values in e, 4 entries: atom 1 (C): -0.200, atom 2 (C): -0.435, atom 3 (C): -0.743, atom 4 (C): -0.246

Model three:
Computed, not measured: a structure of composition C4H7NOS2, with ωB97M-V/def2-TZVPD.

XYZ file:
```
15
Properties=species:S:1:pos:R:3
C -0.25 3.05 -1.58
C -0.55 -0.27 -0.81
C 0.18 -1.12 1.95
C 1.04 -2.28 1.48
H 0.03 3.33 -0.29
H -0.10 3.67 -2.43
H 0.48 -0.57 -1.00
H -1.23 -0.87 -1.72
H 0.54 -0.03 2.00
H -0.44 -1.37 2.86
H 0.36 -3.22 1.05
N -0.57 1.83 -2.01
O -0.68 1.11 -0.63
S -1.28 -1.30 0.59
S 2.48 -1.97 0.54
```

Calculated values
- Total charge: 0
- Molar mass: 149.24 g/mol
- Multiplicity: 1
- LUMO: -0.91 eV

Löwdin atomic charge list, values in e, 4 entries: atom 1 (C): -0.027, atom 2 (C): -0.558, atom 3 (C): -0.470, atom 4 (C): -0.686

Need the numbers? Relative energies in eV: model one 0.693; model two 0.000; model three 5.208.

Model one:
Computed, not measured: an isolated molecule of C22H23N3O3, with ωB97M-V/def2-TZVPD.

XYZ file:
```
51
Properties=species:S:1:pos:R:3
O -3.27 -1.79 0.45
C -2.19 -2.09 -0.02
C -1.22 -2.93 0.81
C 0.14 -3.32 0.24
N 1.11 -2.24 0.19
C 1.78 -1.74 1.28
O 1.61 -2.05 2.43
C 2.81 -0.76 0.72
C 2.77 0.65 1.34
C 2.01 1.65 0.50
C 1.29 2.68 1.09
C 0.62 3.60 0.31
C 0.66 3.49 -1.07
C 1.38 2.47 -1.67
C 2.07 1.56 -0.89
C 2.82 0.40 -1.48
N 2.53 -0.78 -0.70
C 1.49 -1.59 -0.99
O 0.98 -1.78 -2.07
N -1.81 -1.77 -1.27
C -2.55 -0.79 -2.04
C -1.91 0.60 -1.93
C -2.00 1.08 -0.51
C -1.10 0.63 0.45
C -1.24 0.97 1.78
C -2.28 1.79 2.17
C -3.18 2.26 1.23
C -3.04 1.90 -0.10
H -1.07 -2.38 1.75
H -1.75 -3.84 1.07
H 0.57 -4.09 0.88
H 0.05 -3.72 -0.78
H 3.79 -1.21 0.91
H 3.80 1.01 1.45
H 2.34 0.58 2.34
H 1.25 2.75 2.16
H 0.05 4.39 0.77
H 0.12 4.20 -1.69
H 1.41 2.38 -2.75
H 2.52 0.20 -2.51
H 3.90 0.58 -1.46
H -0.88 -1.95 -1.61
H -2.57 -1.11 -3.09
H -3.57 -0.77 -1.65
H -2.43 1.29 -2.60
H -0.86 0.53 -2.24
H -0.27 0.01 0.14
H -0.54 0.58 2.51
H -2.40 2.05 3.22
H -3.99 2.90 1.53
H -3.76 2.26 -0.83
```

Calculated values
- Total charge: 0
- Molar mass: 377.44 g/mol
- SMILES: O=C(CCN1C(=O)[C@@H]2Cc3ccccc3CN2C1=O)NCCc1ccccc1
- Multiplicity: 1
- LUMO: 0.53 eV

Löwdin atomic charge list, values in e, 4 entries: atom 1 (O): 0.057, atom 2 (C): -0.513, atom 3 (C): -0.057, atom 4 (C): -0.103

Model two:
Computed, not measured: an isolated molecule of C22H23N3O3, with ωB97M-V/def2-TZVPD.

XYZ file:
```
51
Properties=species:S:1:pos:R:3
C 5.30 -4.98 -4.08
C 3.96 -4.19 -4.09
C 2.97 -3.59 -4.00
C 1.73 -2.89 -4.38
O 1.06 -2.87 -5.61
N 1.32 -2.27 -3.41
C 1.93 -2.33 -2.14
C 0.76 -3.28 -1.08
C -0.57 -2.65 -1.08
O -0.35 -1.16 -0.54
C -0.45 -1.08 0.77
C -0.51 -1.96 1.82
C -0.51 -1.88 3.26
C 0.03 -0.35 3.49
C 0.00 0.61 2.63
C 0.18 2.12 3.00
O 0.79 2.21 4.12
N -0.52 2.92 2.22
C -0.41 4.43 2.48
C -1.74 5.03 2.56
C -2.34 5.00 1.51
C -3.74 5.63 1.59
C -3.97 6.26 2.79
C -3.50 5.95 3.92
N -2.05 5.44 3.98
C 0.02 0.27 1.19
C -1.21 -2.28 -2.68
C -0.09 -1.67 -3.40
H 6.00 -4.56 -4.43
H 5.61 -5.40 -3.10
H 5.11 -6.02 -4.61
H 2.68 -3.01 -1.98
H 1.87 -1.22 -1.60
H 1.16 -3.17 -0.08
H 0.81 -4.32 -1.33
H -1.35 -3.09 -0.40
H -0.71 -2.94 1.34
H -0.42 -2.53 3.99
H 0.05 -0.10 4.45
H -1.00 2.74 1.53
H 0.27 4.79 1.85
H 0.01 4.61 3.62
H -2.06 4.90 0.51
H -4.12 5.72 0.65
H -5.13 6.55 2.82
H -3.64 6.42 4.72
H -0.13 1.20 0.38
H -1.91 -1.76 -2.49
H -1.16 -3.27 -3.04
H -0.15 -1.54 -4.52
H 0.12 -0.45 -3.13
```

Calculated values
- Total charge: 0
- Molar mass: 377.44 g/mol
- SMILES: CC#CC(=O)N1CCC(Oc2cccc(C(=O)NCc3ccccn3)c2)CC1
- Multiplicity: 1
- LUMO: -0.61 eV

Löwdin atomic charge list, values in e, 4 entries: atom 1 (C): -0.024, atom 2 (C): 0.023, atom 3 (C): 0.019, atom 4 (C): -0.392

Need the numbers? Relative energies in eV: model one 0.000; model two 22.204.